# 1
ORCA calculation (wB97M-V/def2-TZVPD) on a 4-piece molecular cluster, C26H59NO13S overall in a non-equilibrium geometry.

Each atom is followed by the atoms it is bonded to, with distances in Å.
Geometry (Å):
1 N -4.486 -0.050 0.971  H2 1.060, C21 1.512, C86 1.513
2 H -4.283 0.303 1.950  N1 1.060
3 C -2.060 -3.767 2.180  S20 1.873, C28 1.640, H58 1.183, H76 1.193
4 H 3.405 6.499 2.644  C49 1.096
5 H 3.374 4.500 0.967  C59 1.092
6 H -2.244 -1.789 -6.100  C93 1.097
7 H 5.950 2.748 -0.734  C70 1.092
8 O -3.195 2.727 -5.587  C12 1.418, C82 1.426
9 H 2.188 -4.458 5.790  C99 1.092
10 C 5.982 -5.108 4.637  H17 1.094, H36 1.094, O48 1.419, H50 1.091
11 H -3.433 -1.968 2.447  C28 1.193
12 C -2.783 4.072 -5.399  O8 1.418, H29 1.093, H68 1.092, H95 1.093
13 H 2.609 3.465 -1.675  C14 1.097
14 C 3.270 4.330 -1.809  H13 1.097, O78 1.426, H80 1.095, C89 1.532
15 H -1.905 0.660 1.828  C54 1.192
16 H 2.370 7.365 1.470  C49 1.097
17 H 6.384 -6.098 4.873  C10 1.094
18 H 0.512 -3.269 0.860  O52 1.012
19 O 1.730 -6.792 5.701  C88 1.418, C91 1.426
20 S -1.290 -4.672 0.732  C3 1.873, O52 1.734, O73 1.568, O100 1.578
21 C -5.425 0.973 0.371  N1 1.512, C81 1.517, H85 1.189
22 O -2.954 -0.551 -4.589  C75 1.419, C93 1.428
23 H 3.254 6.434 -1.201  C89 1.092
24 H -1.051 -1.238 -4.886  C93 1.096
25 H -3.346 -2.488 -0.201  C40 1.187
26 H 4.405 -3.098 5.581  C46 1.096
27 H 1.008 -7.634 3.980  C91 1.095
28 C -2.386 -2.181 1.917  C3 1.640, H11 1.193, C40 1.641, H43 1.172
29 H -3.599 4.759 -5.631  C12 1.093
30 H -0.989 2.220 -1.354  C60 1.177
31 H -1.418 1.163 -5.838  C57 1.092
32 H 2.111 -2.873 5.034  C99 1.095
33 H -2.017 3.785 -1.103  C60 1.192
34 O -2.425 0.392 -7.504  C51 1.434, C57 1.433
35 O 1.811 5.379 -0.113  C59 1.433, C89 1.434
36 H 6.046 -4.959 3.556  C10 1.094
37 H -0.602 3.471 0.108  C60 1.192
38 H -2.860 -2.265 -3.427  C75 1.091
39 H 1.319 -7.376 7.616  C88 1.092
40 C -2.579 -1.763 0.342  H25 1.187, C28 1.641, H84 1.191, C86 1.673
41 H 1.892 4.863 1.840  C59 1.095
42 H 4.818 8.537 2.090  C62 1.091
43 H -1.610 -1.483 2.451  C28 1.172
44 H -4.349 -1.302 -3.294  C75 1.094
45 H -0.555 0.006 -6.841  C57 1.095
46 C 4.031 -3.789 4.817  H26 1.096, O48 1.428, H90 1.097, C99 1.531
47 H -5.189 2.468 2.196  C81 1.189
48 O 4.629 -5.063 5.060  C10 1.419, C46 1.428
49 C 3.133 6.586 1.587  H4 1.096, H16 1.097, C59 1.531, O87 1.428
50 H 6.573 -4.354 5.159  C10 1.091
51 C -3.699 0.970 -7.189  O34 1.434, H55 1.092, H77 1.096, C82 1.532
52 O 0.260 -4.047 0.266  H18 1.012, S20 1.734
53 H -4.610 2.922 -7.055  C82 1.095
54 C -2.034 0.858 0.659  H15 1.192, O63 1.483, C86 1.671, H94 1.186
55 H -4.183 0.436 -6.370  C51 1.092
56 H -4.075 -2.284 -4.746  C75 1.094
57 C -1.530 0.232 -6.396  H31 1.092, O34 1.433, H45 1.095, C93 1.531
58 H -3.009 -4.380 2.529  C3 1.183
59 C 2.586 5.247 1.085  H5 1.092, O35 1.433, H41 1.095, C49 1.531
60 C -1.447 2.914 -0.522  H30 1.177, H33 1.192, H37 1.192, O63 1.476
61 H 0.380 -8.217 6.364  C88 1.093
62 C 4.652 8.310 1.036  H42 1.091, H69 1.094, H74 1.094, O87 1.419
63 O -2.436 2.252 0.351  C54 1.483, C60 1.476
64 H 1.824 5.890 -2.068  C89 1.096
65 H 1.737 -5.970 2.465  C83 1.096
66 H 0.160 -6.149 4.499  C91 1.097
67 O 1.906 -4.393 3.717  C83 1.434, C99 1.433
68 H -2.500 4.200 -4.352  C12 1.092
69 H 3.861 8.948 0.631  C62 1.094
70 C 5.005 2.821 -1.276  H7 1.092, O78 1.418, H79 1.093, H98 1.093
71 H -0.002 -6.519 6.799  C88 1.093
72 H -2.920 2.937 -7.637  C82 1.097
73 O -2.253 -4.858 -0.492  S20 1.568
74 H 5.573 8.509 0.481  C62 1.094
75 C -3.585 -1.669 -3.985  O22 1.419, H38 1.091, H44 1.094, H56 1.094
76 H -1.290 -3.846 3.087  C3 1.193
77 H -4.314 0.813 -8.083  C51 1.096
78 O 4.492 4.132 -1.102  C14 1.426, C70 1.418
79 H 4.309 2.086 -0.865  C70 1.093
80 H 3.509 4.439 -2.872  C14 1.095
81 C -5.836 2.134 1.256  C21 1.517, H47 1.189, H96 1.175
82 C -3.618 2.477 -6.926  O8 1.426, C51 1.532, H53 1.095, H72 1.097
83 C 2.048 -5.804 3.503  H65 1.096, O67 1.434, C91 1.532, H92 1.092
84 H -1.561 -1.745 -0.275  C40 1.191
85 H -5.898 0.903 -0.718  C21 1.189
86 C -3.212 -0.224 0.175  N1 1.513, C40 1.673, C54 1.671, H97 1.189
87 O 4.314 6.943 0.867  C49 1.428, C62 1.419
88 C 0.797 -7.253 6.665  O19 1.418, H39 1.092, H61 1.093, H71 1.093
89 C 2.564 5.596 -1.314  C14 1.532, H23 1.092, O35 1.434, H64 1.096
90 H 4.315 -3.422 3.824  C46 1.097
91 C 1.139 -6.637 4.412  O19 1.426, H27 1.095, H66 1.097, C83 1.532
92 H 3.093 -6.110 3.575  C83 1.092
93 C -1.915 -0.940 -5.489  H6 1.097, O22 1.428, H24 1.096, C57 1.531
94 H -0.976 0.611 0.183  C54 1.186
95 H -1.913 4.291 -6.023  C12 1.093
96 H -6.838 2.702 1.024  C81 1.175
97 H -3.339 -0.026 -0.990  C86 1.189
98 H 5.188 2.619 -2.335  C70 1.093
99 C 2.506 -3.887 4.916  H9 1.092, H32 1.095, C46 1.531, O67 1.433
100 O -0.996 -6.136 1.241  S20 1.578

Maximum force ... 8.43 eV Å⁻¹
SMILES string ... C=CN[C@H](CCCS(=O)(=O)O)COC.COCCOCCOC.COCCOCCOC.COCCOCCOC
LUMO ... -0.117 eV
Electronic energy ... -2456.633980 Ha
Gap between HOMO and LUMO ... 8.1 eV


# 2
ORCA calculation (wB97M-V/def2-TZVPD) on a 2-piece molecular cluster, C4H13N2O overall in a non-equilibrium geometry.

Each atom is followed by the atoms it is bonded to, with distances in Å.
Geometry (Å):
1 H -2.371 0.935 0.378  C6 1.094
2 C 0.420 1.243 -0.167  H4 1.089, H8 1.080, C9 1.514, N16 1.556
3 H 1.161 0.153 1.511  N16 1.011
4 H -0.007 1.808 0.660  C2 1.089
5 H -2.583 -0.200 -1.011  C6 1.090
6 C -1.896 0.180 -0.256  H1 1.094, H5 1.090, C9 1.535, N17 1.476
7 H 4.179 -0.362 -0.638  O19 0.949
8 H 1.218 1.796 -0.640  C2 1.080
9 C -0.717 0.765 -1.045  C2 1.514, C6 1.535, H11 1.091, H13 1.096
10 C -2.035 -1.028 1.723  H14 1.084, N17 1.268, H18 1.090
11 H -1.039 1.546 -1.736  C9 1.091
12 H 2.075 -0.062 0.167  N16 1.037
13 H -0.351 0.021 -1.762  C9 1.096
14 H -1.926 -1.897 2.362  C10 1.084
15 H 0.410 -0.747 0.443  N16 1.033
16 N 1.100 0.019 0.511  C2 1.556, H3 1.011, H12 1.037, H15 1.033
17 N -1.597 -1.031 0.533  C6 1.476, C10 1.268
18 H -2.578 -0.170 2.117  C10 1.090
19 O 3.355 -0.194 -1.077  H7 0.949, H20 0.966
20 H 3.426 -0.618 -1.942  O19 0.966

Maximum force ... 1.45 eV Å⁻¹
Energy relative to the best compared isomer or geometry (same formula, charge and spin) ... 174.8 kJ/mol
Total charge ... +1
LUMO ... -2.950 eV
Electronic energy ... -344.700277 Ha
Gap between HOMO and LUMO ... 11.0 eV


# 3
ORCA calculation (wB97M-V/def2-TZVPD) on a 2-piece molecular cluster, CH4S2 overall in a non-equilibrium geometry.

Each atom is followed by the atoms it is bonded to, with distances in Å.
Geometry (Å):
1 S -0.148 -0.586 -1.298  C5 1.595
2 S 2.314 0.512 1.311  H4 1.304, H7 1.371
3 H -1.270 0.083 0.571  C5 1.083
4 H 1.203 0.229 1.933  S2 1.304
5 C -1.439 -0.146 -0.473  S1 1.595, H3 1.083, H6 1.105
6 H -2.444 -0.133 -0.932  C5 1.105
7 H 1.567 0.449 0.162  S2 1.371

Maximum force ... 1.15 eV Å⁻¹
Energy relative to the best compared isomer or geometry (same formula, charge and spin) ... 130.7 kJ/mol
SMILES string ... C=S.S
LUMO ... -0.685 eV
Electronic energy ... -836.816381 Ha
Gap between HOMO and LUMO ... 8.4 eV


# 4
ORCA calculation (wB97M-V/def2-TZVPD) on a 7-piece molecular cluster, C20H54F15N4O6P2 overall in a non-equilibrium geometry.

Each atom is followed by the atoms it is bonded to, with distances in Å.
Geometry (Å):
1 F -3.276 3.739 -2.320  P82 1.656
2 F -4.413 1.965 -3.391  P82 1.610
3 F 0.621 -3.852 -2.494  C47 1.378
4 H 2.582 0.234 -5.085  C76 1.069
5 H -4.914 0.509 1.624  C17 1.086
6 H 4.494 -4.202 0.493  C16 1.101
7 H 0.686 0.364 -1.463  N26 1.055
8 N -1.835 4.642 -0.147  H22 0.986, C34 1.550, H48 1.051, H78 1.039
9 H -3.157 -5.717 -2.872  C21 1.066
10 H 1.349 1.717 -2.207  N26 1.051
11 H -2.631 -0.896 2.896  C30 1.141
12 H -2.340 -7.186 -2.101  C21 1.138
13 C -6.329 0.954 -0.425  H32 1.072, H46 1.082, O51 1.442, H66 1.055
14 F -1.674 2.271 -1.640  P82 1.655
15 H 5.521 -4.630 1.884  C16 1.132
16 C 4.757 -3.882 1.513  H6 1.101, H15 1.132, H65 1.111, O83 1.413
17 C -5.147 -0.419 1.109  H5 1.086, C28 1.523, O51 1.415, H86 1.126
18 H -2.217 6.740 0.304  C34 1.127
19 H 8.095 -1.334 3.849  C61 1.108
20 H -2.339 6.044 2.859  C59 1.099
21 C -3.166 -6.406 -2.058  H9 1.066, H12 1.138, H50 1.139, C94 1.536
22 H -1.448 4.882 -1.021  N8 0.986
23 F 0.832 -5.707 -1.599  C47 1.321
24 H -2.367 4.375 2.336  C59 1.096
25 H 7.562 0.351 4.115  C61 1.093
26 N 0.758 0.866 -2.388  H7 1.055, H10 1.051, C37 1.533, H90 0.996
27 H 2.200 7.021 0.952  C68 1.108
28 C -3.991 -1.410 1.076  C17 1.523, C30 1.573, H55 1.118, N71 1.533
29 F -0.023 0.461 2.683  P75 1.591
30 C -3.327 -1.695 2.474  H11 1.141, C28 1.573, H84 1.048, H96 1.116
31 C -0.341 6.024 1.250  C34 1.530, H39 1.098, O40 1.449, H45 1.134
32 H -7.336 0.594 -0.353  C13 1.072
33 H 4.464 -0.502 2.961  N91 1.017
34 C -1.803 5.838 0.838  N8 1.550, H18 1.127, C31 1.530, C59 1.553
35 F 1.231 -4.093 -0.327  C47 1.356
36 H -2.987 -6.905 -0.175  C94 1.092
37 C 1.368 -0.129 -3.382  N26 1.533, C76 1.524, H80 1.118, C100 1.529
38 H 1.832 5.242 0.895  C68 1.124
39 H -0.219 6.747 2.067  C31 1.098
40 O 0.410 6.375 0.061  C31 1.449, C68 1.393
41 H -3.571 -0.479 -0.767  N71 1.040
42 H -3.724 -5.254 -0.067  C94 1.113
43 H 3.378 0.202 -2.671  C100 1.126
44 H 7.418 -2.341 1.422  C57 1.114
45 H 0.174 5.096 1.649  C31 1.134
46 H -6.106 1.674 0.352  C13 1.082
47 C 0.382 -4.501 -1.302  F3 1.378, F23 1.321, F35 1.356, C52 1.618
48 H -1.274 3.894 0.334  N8 1.051
49 H 5.095 -1.417 4.089  N91 1.040
50 H -4.129 -7.011 -2.131  C21 1.139
51 O -5.466 -0.188 -0.250  C13 1.442, C17 1.415
52 C -1.196 -4.376 -0.968  C47 1.618, O64 1.453, H67 1.109, O101 1.333
53 H -2.441 -0.157 0.434  N71 1.015
54 H 3.053 -0.280 0.281  C98 1.090
55 H -4.275 -2.390 0.620  C28 1.118
56 H 4.336 -0.473 -1.024  C98 1.048
57 C 6.527 -2.325 2.091  H44 1.114, O83 1.391, H85 1.067, C88 1.538
58 F -1.524 1.323 1.153  P75 1.623
59 C -2.672 5.386 2.044  H20 1.099, H24 1.096, C34 1.553, H97 1.133
60 H 0.907 0.318 -5.463  C76 1.098
61 C 7.742 -0.409 3.350  H19 1.108, H25 1.093, H69 1.084, C88 1.549
62 H 3.879 -1.786 -0.027  C98 1.053
63 F 1.631 1.806 1.901  P75 1.656
64 O -1.473 -3.153 -0.235  C52 1.453, H99 1.030
65 H 3.809 -3.868 2.093  C16 1.111
66 H -6.144 1.319 -1.398  C13 1.055
67 H -1.575 -4.403 -2.010  C52 1.109
68 C 1.766 6.213 0.332  H27 1.108, H38 1.124, O40 1.393, H73 1.090
69 H 8.484 -0.010 2.667  C61 1.084
70 H 3.113 -1.480 -3.474  C100 1.158
71 N -3.017 -0.880 0.017  C28 1.533, H41 1.040, H53 1.015, H92 1.037
72 O 2.409 -1.102 -1.452  C98 1.515, C100 1.424
73 H 2.312 6.047 -0.597  C68 1.090
74 H 6.267 -0.297 1.680  C88 1.137
75 P 0.031 1.570 1.545  F29 1.591, F58 1.623, F63 1.656, F81 1.612, F87 1.600, F93 1.615
76 C 1.649 0.585 -4.699  H4 1.069, C37 1.524, H60 1.098, H89 1.076
77 F -3.915 1.776 -1.242  P82 1.607
78 H -2.736 4.267 -0.505  N8 1.039
79 F -2.768 0.537 -2.757  P82 1.616
80 H 0.647 -0.983 -3.413  C37 1.118
81 F -0.400 2.729 2.580  P75 1.612
82 P -3.048 2.115 -2.551  F1 1.656, F2 1.610, F14 1.655, F77 1.607, F79 1.616, F95 1.600
83 O 5.356 -2.608 1.396  C16 1.413, C57 1.391
84 H -2.789 -2.592 2.413  C30 1.048
85 H 6.668 -3.002 2.903  C57 1.067
86 H -5.929 -1.017 1.655  C17 1.126
87 F 0.103 2.717 0.431  P75 1.600
88 C 6.455 -0.887 2.634  C57 1.538, C61 1.549, H74 1.137, N91 1.456
89 H 1.649 1.651 -4.554  C76 1.076
90 H -0.111 1.259 -2.675  N26 0.996
91 N 5.322 -0.590 3.500  H33 1.017, H49 1.040, C88 1.456
92 H -2.427 -1.626 -0.397  N71 1.037
93 F 0.387 0.420 0.469  P75 1.615
94 C -3.006 -5.905 -0.615  C21 1.536, H36 1.092, H42 1.113, O101 1.459
95 F -2.158 2.508 -3.822  P82 1.600
96 H -4.204 -1.977 3.104  C30 1.116
97 H -3.790 5.519 1.919  C59 1.133
98 C 3.548 -0.891 -0.474  H54 1.090, H56 1.048, H62 1.053, O72 1.515
99 H -1.077 -3.235 0.713  O64 1.030
100 C 2.669 -0.665 -2.782  C37 1.529, H43 1.126, H70 1.158, O72 1.424
101 O -1.703 -5.369 -0.238  C52 1.333, C94 1.459

Maximum force ... 3.35 eV Å⁻¹
Total charge ... +1
LUMO ... -1.898 eV
Electronic energy ... -3645.727526 Ha
Gap between HOMO and LUMO ... 8.9 eV